No. 1
{
  "formula": "C25H25Cl3I2N4O4S4Tl",
  "method": "ωB97M-V with the def2-TZVPD basis set",
  "orbital_gap_ev": 7.386,
  "max_force_ha_per_bohr": 0.00671,
  "total_energy_ev": -142277.308,
  "multiplicity": 1,
  "total_charge": 1,
  "de_lowest_kcal_mol": 17.7,
  "symbols": ["Tl", "I", "I", "Cl", "Cl", "Cl", "S", "S", "S", "S", "O", "O", "O", "O", "N", "N", "N", "N", "C", "C", "C", "C", "C", "C", "C", "C", "C", "C", "C", "C", "C", "C", "C", "C", "C", "C", "C", "C", "C", "C", "C", "C", "C", "H", "H", "H", "H", "H", "H", "H", "H", "H", "H", "H", "H", "H", "H", "H", "H", "H", "H", "H", "H", "H", "H", "H", "H", "H"],
  "positions_angstrom": [[-0.73841, -1.12668, 1.12612], [-4.30722, -1.00974, -0.73318], [-4.38283, -1.44971, 2.81329], [4.19493, 1.08867, 1.51826], [3.98787, 1.52287, -1.32724], [1.73104, 2.10598, 0.36940], [2.85600, -4.32016, -0.80229], [2.04484, -3.46469, 1.13592], [-0.65119, 1.12398, -2.00955], [1.16646, -2.86969, 3.59243], [-0.35257, -0.14849, -1.25272], [1.84635, -0.80231, 0.96398], [2.96504, -1.17456, -0.94415], [2.41996, -6.23473, 1.06103], [1.87061, -0.27827, 3.71517], [3.56669, -1.74423, 3.45995], [-1.43141, 1.42183, 2.00019], [0.59973, 0.14261, 3.42375], [-2.10820, -0.66076, -3.51364], [2.24290, -1.55829, 3.56783], [-3.73429, 1.32610, -4.59928], [0.70318, 1.32182, -3.15175], [-3.29560, 2.89987, 2.21834], [-1.55735, 2.92331, 3.85007], [-3.92456, -0.00290, -4.94925], [2.00070, -6.47373, 2.44249], [1.46927, 0.21462, -3.48047], [-1.92895, 0.67196, -3.17556], [-2.77309, 3.40709, 3.39460], [-3.11547, -0.99438, -4.40751], [2.04514, 2.73735, -4.52511], [2.43062, -5.04070, 0.62628], [-2.58944, 1.90655, 1.55940], [0.40841, 1.39849, 3.55665], [-2.73263, 1.67045, -3.70174], [2.57211, -0.49790, -0.01466], [3.09373, 1.00065, 0.07622], [-0.91643, 1.92645, 3.12384], [1.44079, 2.35993, 4.07288], [2.81263, 1.63560, -4.88060], [-5.48835, -1.26441, 1.01072], [0.98444, 2.58496, -3.64424], [2.53244, 0.38121, -4.35338], [-3.29985, 4.17258, 3.94853], [-4.23326, 3.25827, 1.81706], [-6.13156, -0.39968, 1.10733], [1.26471, -0.74187, -3.01742], [1.84571, 2.02716, 5.03130], [2.26473, 2.44025, 3.35712], [-2.58564, 2.70489, -3.41317], [-1.12163, 3.29963, 4.76453], [1.34012, -5.67571, 2.76892], [2.28179, 3.71610, -4.92028], [-4.71075, -0.26887, -5.64331], [2.61038, 0.40979, 3.61683], [1.03370, 3.35771, 4.19289], [0.39645, 3.44135, -3.33460], [3.15279, -0.46715, -4.61011], [1.49724, -7.43313, 2.42926], [-2.96605, 1.47448, 0.63821], [3.89520, -2.68943, 3.36938], [3.64514, 1.75875, -5.56085], [-4.36895, 2.09548, -5.01834], [-3.26987, -2.02993, -4.68166], [4.14464, -1.01300, 3.06992], [-6.07371, -2.16702, 0.89518], [2.89854, -6.51248, 3.05226], [-1.46777, -1.41420, -3.07146]],
  "atomic_forces_ev_per_a": [[0.1, 0.0, -0.1], [0.0, 0.0, -0.1], [0.0, 0.0, 0.0], [0.0, 0.0, -0.1], [0.0, 0.0, 0.0], [0.0, 0.0, 0.0], [0.1, -0.2, -0.2], [0.0, 0.1, 0.1], [0.0, -0.2, 0.2], [0.0, 0.0, -0.1], [-0.1, 0.2, 0.0], [-0.2, 0.0, 0.2], [0.1, -0.1, -0.2], [0.0, 0.0, 0.0], [0.1, 0.1, 0.1], [-0.2, 0.0, 0.0], [0.0, 0.0, 0.0], [-0.1, 0.1, 0.0], [0.0, 0.0, 0.0], [0.3, -0.1, 0.0], [0.0, 0.0, 0.0], [0.1, -0.1, 0.0], [0.0, 0.0, 0.0], [0.0, 0.0, 0.0], [0.0, 0.0, 0.0], [0.0, 0.0, -0.1], [0.0, 0.0, 0.0], [0.0, 0.1, 0.0], [0.0, 0.0, 0.0], [0.0, 0.0, 0.0], [0.0, 0.0, 0.0], [0.0, 0.0, 0.1], [0.0, 0.0, 0.0], [0.0, 0.0, 0.0], [0.0, 0.0, 0.0], [0.2, 0.2, 0.0], [0.0, 0.0, 0.1], [0.0, 0.0, 0.0], [0.0, 0.0, 0.0], [0.0, 0.0, 0.0], [0.0, 0.0, 0.1], [0.0, 0.1, 0.0], [0.0, 0.0, 0.0], [0.0, 0.0, 0.0], [0.0, 0.0, 0.0], [0.0, 0.0, 0.0], [0.0, 0.0, 0.0], [0.0, 0.0, 0.0], [0.0, 0.0, 0.0], [0.0, 0.0, 0.0], [0.0, 0.0, 0.0], [0.0, 0.0, 0.0], [0.0, 0.0, 0.0], [0.0, 0.0, 0.0], [0.0, 0.0, 0.0], [0.0, 0.0, 0.0], [0.0, 0.0, 0.0], [0.0, 0.0, 0.0], [0.0, 0.0, 0.0], [0.0, 0.0, 0.0], [0.0, 0.0, 0.0], [0.0, 0.0, 0.0], [0.0, 0.0, 0.0], [0.0, 0.0, 0.0], [0.0, 0.0, 0.0], [0.0, 0.0, 0.0], [0.0, 0.0, 0.0], [0.0, 0.0, 0.0]]
}


No. 2
{
  "formula": "C25H25ClN4O3S",
  "method": "ωB97M-V with the def2-TZVPD basis set",
  "orbital_gap_ev": 9.057,
  "max_force_ha_per_bohr": 0.02582,
  "total_energy_ev": -61790.858,
  "multiplicity": 1,
  "de_lowest_kcal_mol": 2.8,
  "smiles": "O=C(NN=C1CCN(Cc2ccccc2)CC1)c1cccc(S(=O)(=O)Nc2ccccc2Cl)c1",
  "symbols": ["Cl", "S", "O", "O", "O", "N", "N", "N", "N", "C", "C", "C", "C", "C", "C", "C", "C", "C", "C", "C", "C", "C", "C", "C", "C", "C", "C", "C", "C", "C", "C", "C", "C", "C", "H", "H", "H", "H", "H", "H", "H", "H", "H", "H", "H", "H", "H", "H", "H", "H", "H", "H", "H", "H", "H", "H", "H", "H", "H"],
  "positions_angstrom": [[5.96622, 2.62198, -1.94038], [5.86118, -1.75943, -1.37882], [5.48803, -2.06419, -2.72554], [2.15856, 2.10790, -0.80208], [6.70376, -2.67779, -0.67679], [6.60457, -0.25175, -1.45236], [-0.31794, -0.07227, 0.30693], [0.32125, 1.03300, -0.13169], [-4.16031, -0.99358, -0.54874], [-1.58267, -0.13922, 0.41634], [6.88354, 0.00158, 0.92652], [-3.13502, -1.95066, -0.21758], [-6.39018, -0.11167, -0.12460], [-2.61938, 0.88264, 0.05813], [-8.06243, 1.61275, 0.02561], [3.58169, -0.38484, -0.73154], [-3.58547, 0.25587, -0.97989], [1.66724, 1.10493, -0.32246], [-6.97340, 0.94483, 0.55991], [4.41308, -1.42356, -0.37381], [-5.21120, -0.85523, 0.44555], [6.87178, 0.79301, 2.05959], [4.18763, -2.16677, 0.76766], [6.60952, 0.55319, -0.32191], [6.32883, 1.91984, -0.39940], [2.25570, -0.81457, 1.22698], [-6.91050, -0.48755, -1.35752], [-2.15671, -1.44258, 0.86868], [-7.99365, 0.18261, -1.89452], [6.32565, 2.71320, 0.73269], [2.48680, -0.07606, 0.07050], [-8.57369, 1.23390, -1.20290], [3.09988, -1.85787, 1.56870], [6.59270, 2.14653, 1.96707], [4.87159, -2.96402, 1.01160], [-6.57706, 1.24792, 1.51951], [-1.35812, -2.16503, 1.02851], [-8.50908, 2.43237, 0.56922], [6.10305, 3.76488, 0.64410], [-0.19821, 1.86040, -0.42911], [-9.42138, 1.75620, -1.62094], [-2.56567, -2.15991, -1.12821], [6.39882, 0.23989, -2.31247], [1.41847, -0.56830, 1.85955], [-6.44826, -1.30394, -1.89132], [-5.53162, -1.86594, 0.72041], [7.08545, 0.34949, 3.01988], [-3.03121, 0.06749, -1.90478], [6.58354, 2.76443, 2.85127], [-3.60544, -2.87886, 0.11280], [-4.39289, 0.95717, -1.19994], [-2.19475, 1.79760, -0.35699], [-8.38962, -0.11600, -2.85402], [-4.87243, -0.35191, 1.36662], [-3.18790, 1.15108, 0.95205], [7.11016, -1.05089, 0.97897], [3.76902, 0.18999, -1.62526], [-2.70636, -1.30585, 1.80294], [2.91484, -2.42644, 2.46729]],
  "atomic_forces_ev_per_a": [[0.0, 0.1, -0.1], [-0.1, 0.2, -0.2], [-0.1, 0.3, -0.1], [0.1, 0.0, -0.1], [-0.1, 0.2, 0.3], [-0.3, -0.8, -0.5], [0.1, -0.7, 0.1], [-0.9, 0.9, -0.2], [-0.2, -0.1, -0.1], [0.1, 0.2, 0.1], [0.1, 0.2, 0.0], [0.2, -0.2, 0.3], [0.0, 0.1, 0.1], [0.0, 0.1, -0.3], [-0.1, 0.1, 0.0], [-0.3, 0.2, 0.0], [0.1, 0.3, 0.0], [0.2, 0.0, 0.0], [0.1, -0.1, 0.0], [0.5, -0.3, -0.3], [0.0, 0.0, 0.0], [0.0, 0.0, 0.0], [0.1, -0.1, 0.0], [0.2, 0.5, 0.7], [0.0, -0.2, 0.0], [0.1, 0.0, 0.0], [0.0, 0.0, 0.0], [-0.2, -0.2, -0.2], [0.0, -0.1, -0.1], [0.0, -0.1, 0.0], [0.4, -0.2, -0.1], [-0.1, 0.1, 0.0], [0.0, 0.0, 0.0], [0.0, 0.1, 0.0], [0.0, -0.1, 0.1], [0.1, 0.0, 0.1], [0.0, 0.0, 0.1], [0.0, 0.1, 0.0], [0.0, 0.1, 0.0], [0.2, -0.2, 0.1], [-0.1, 0.0, 0.0], [0.0, -0.1, 0.0], [-0.1, -0.2, -0.1], [0.0, 0.0, 0.0], [0.1, -0.1, -0.1], [0.1, 0.1, 0.1], [0.0, -0.1, 0.1], [0.0, 0.1, 0.0], [0.0, 0.1, 0.1], [0.0, 0.0, -0.1], [0.1, 0.0, -0.1], [-0.1, 0.0, 0.1], [0.0, 0.0, -0.1], [-0.1, -0.1, 0.0], [0.1, 0.1, 0.0], [0.1, -0.1, 0.1], [0.0, 0.2, -0.1], [0.0, 0.0, 0.1], [0.0, 0.0, 0.1]]
}


No. 3
{
  "formula": "C25H25ClN5O4Ti",
  "method": "ωB97M-V with the def2-TZVPD basis set",
  "orbital_gap_ev": [4.086, 8.886],
  "max_force_ha_per_bohr": 0.07854,
  "total_energy_ev": -77599.791,
  "multiplicity": 4,
  "de_lowest_kcal_mol": 0.0,
  "symbols": ["Ti", "Cl", "O", "O", "O", "O", "N", "N", "N", "N", "N", "C", "C", "C", "C", "C", "C", "C", "C", "C", "C", "C", "C", "C", "C", "C", "C", "C", "C", "C", "C", "C", "C", "C", "C", "C", "H", "H", "H", "H", "H", "H", "H", "H", "H", "H", "H", "H", "H", "H", "H", "H", "H", "H", "H", "H", "H", "H", "H", "H", "H"],
  "positions_angstrom": [[-0.24503, 0.35097, -0.16692], [-3.77494, 1.36500, 1.22574], [-2.43757, 0.95723, 1.02494], [-3.83098, 2.42239, 2.19279], [-4.53124, 0.20777, 1.64243], [-4.32379, 1.81296, -0.02627], [1.78507, -0.39337, -1.25589], [-0.05122, 2.44620, -1.45155], [1.11800, 1.31642, 1.75859], [-1.58364, -0.89349, -1.82534], [-0.50425, -1.91424, 1.45365], [-1.19733, -2.17917, -2.15994], [1.24297, 1.75333, 4.14679], [2.44354, 1.04281, 1.83691], [2.28950, -1.60367, -0.80355], [0.56493, 1.71385, 2.91905], [-2.86566, -0.55742, -2.05419], [2.53496, 1.29382, 4.19296], [-1.00751, 3.97813, -3.05942], [-1.95361, -3.48923, 2.59119], [-1.67277, -2.61929, 1.50392], [0.37027, -2.11842, 2.44957], [3.17193, 0.90439, 2.99292], [4.27012, -1.43559, -2.01049], [-0.01623, 4.92035, -2.76790], [2.59314, 0.24966, -2.09680], [-3.74128, -1.39155, -2.75371], [-2.06224, -3.12333, -2.73272], [0.87355, 3.38900, -1.16554], [0.13074, -2.98521, 3.52218], [3.58248, -2.04471, -0.98674], [-1.08449, -3.69082, 3.64450], [0.96936, 4.59868, -1.86358], [-1.01011, 2.74445, -2.37370], [3.86279, -0.22779, -2.45271], [-3.35015, -2.69691, -3.06099], [3.11286, 1.23581, 5.10350], [4.14857, 0.44920, 2.91961], [1.24889, -1.49268, 2.39594], [-1.74744, 4.25459, -3.79595], [4.46863, 0.33813, -3.14488], [4.05311, -2.95036, -0.63358], [-1.81745, -4.15878, -2.91801], [-0.01310, 5.88619, -3.25118], [2.28239, 1.19956, -2.50609], [-0.21969, -2.44845, -1.78831], [-3.24565, 0.40883, -1.75695], [0.73707, 2.04024, 5.05682], [2.96318, 0.71317, 0.94938], [1.60754, -2.12554, -0.14858], [-2.92944, -3.94912, 2.64271], [-0.49846, 1.89221, 2.85753], [-4.10860, -3.32829, -3.49975], [-1.31564, -4.24267, 4.54363], [-4.72883, -1.00650, -2.96078], [1.77969, 5.27320, -1.62953], [-2.40646, -2.42898, 0.73458], [0.91241, -3.02459, 4.26638], [-1.69928, 1.95574, -2.63713], [5.22420, -1.75907, -2.39971], [1.63217, 3.16524, -0.43013]],
  "atomic_forces_ev_per_a": [[1.0, -0.4, -0.7], [-3.8, 0.2, 0.1], [3.9, -0.8, -0.6], [0.3, -0.3, 0.0], [0.3, 0.3, 0.4], [0.3, 0.4, -0.4], [-2.2, -0.7, 1.5], [-0.7, 0.3, 0.2], [0.6, 0.4, 0.7], [-0.2, -1.2, 0.5], [-1.3, -0.3, -0.2], [-1.0, 0.7, 0.6], [-0.3, -0.2, -0.5], [-0.1, -1.2, -0.7], [0.2, -0.2, 1.5], [-0.2, -0.5, -0.2], [0.2, -0.5, -1.1], [1.3, -0.4, -0.7], [0.3, -0.3, 0.7], [-0.8, 0.3, -0.8], [1.5, 0.0, 1.6], [-0.9, -0.3, 0.1], [-1.2, 0.7, 0.8], [2.7, -0.1, -0.2], [-0.3, -0.5, -0.2], [2.3, 0.9, -1.2], [0.5, -0.3, 0.5], [-0.3, 1.0, 0.1], [-0.2, -0.1, -1.1], [0.0, 0.2, 0.0], [-1.2, -0.8, -0.9], [1.5, 1.6, -0.9], [-0.2, -0.6, 0.9], [1.5, 1.0, -0.3], [-2.3, 2.0, -0.8], [-0.3, 1.0, 0.2], [-0.2, 0.0, 0.3], [0.1, 0.3, 0.3], [0.3, -0.2, 0.1], [-0.2, -0.4, 0.0], [-0.1, 0.1, -0.1], [-0.7, -0.3, 0.6], [0.5, 0.1, 0.1], [0.0, 0.0, -0.2], [-0.3, 0.1, 0.1], [0.2, 0.0, -0.4], [0.3, 0.2, 0.3], [-0.2, 0.1, -0.1], [-0.4, 0.1, -0.6], [0.0, -0.2, 0.2], [-0.1, -0.1, -0.2], [-0.2, 0.3, 0.1], [0.3, -0.4, -0.1], [-0.1, -0.2, -0.2], [-0.1, -0.2, 0.0], [0.0, 0.1, 0.0], [0.0, 0.0, -0.1], [-0.1, -0.2, 0.2], [-0.1, 0.0, 0.2], [0.2, -0.5, 0.4], [-0.1, -0.3, 0.2]]
}


No. 4
{
  "formula": "C25H25F8NOP2SnTe4",
  "method": "ωB97M-V with the def2-TZVPD basis set",
  "orbital_gap_ev": [4.948, 4.891],
  "max_force_ha_per_bohr": 0.04320,
  "total_energy_ev": -105188.838,
  "multiplicity": 1,
  "de_lowest_kcal_mol": 113.3,
  "symbols": ["Te", "Te", "Te", "Te", "Sn", "P", "P", "F", "F", "F", "F", "F", "F", "F", "F", "O", "N", "C", "C", "C", "C", "C", "C", "C", "C", "C", "C", "C", "C", "C", "C", "C", "C", "C", "C", "C", "C", "C", "C", "C", "C", "C", "H", "H", "H", "H", "H", "H", "H", "H", "H", "H", "H", "H", "H", "H", "H", "H", "H", "H", "H", "H", "H", "H", "H", "H", "H"],
  "positions_angstrom": [[3.19485, -4.21607, -0.36388], [1.30665, -2.88225, -1.80744], [2.65910, -0.61041, 2.05018], [3.94691, -2.90327, 1.78478], [0.80447, -0.19779, -0.04103], [-0.47288, -0.95479, -2.71902], [-1.65964, 1.38098, -0.36012], [-0.39344, 3.61384, 3.73330], [-1.34378, -4.53292, -0.65735], [-2.54132, -2.22845, 2.49279], [-0.76015, -3.24506, 1.79661], [-2.21000, -3.20804, -2.14193], [-0.86079, -0.62840, 5.53315], [-3.48771, -4.31834, -0.80532], [-2.66875, -4.24681, 1.73439], [-1.28654, -1.56202, -0.14729], [1.53842, 2.03364, 0.33872], [-0.56164, 0.14263, 4.47864], [-2.67837, 0.69285, -1.76002], [0.68869, 4.03399, 1.27558], [-4.40688, -0.34269, -3.69672], [-4.82722, 0.69843, -2.88870], [-0.64381, 1.51066, 4.62181], [-0.27770, 2.27720, 3.54051], [-1.67518, 3.15741, -0.96403], [0.57554, 0.65628, -2.76448], [-3.96787, 1.19373, -1.92311], [-2.29118, -2.43878, 0.12610], [0.20917, 0.32504, 2.20324], [-3.10864, -0.81017, -3.59108], [-0.15816, -0.44458, 3.30142], [0.19240, 1.75097, 2.33109], [-2.32084, -3.63900, -0.86746], [2.20364, 2.75491, -0.56213], [-3.69805, -1.81026, 0.09277], [1.42023, 4.77647, 0.36944], [0.74848, 2.63505, 1.25455], [-0.35363, -1.17935, -4.56221], [2.19669, 4.13244, -0.57962], [-2.20808, -0.27738, -2.66595], [-2.83622, 1.52272, 1.04460], [-2.06735, -3.06080, 1.53773], [1.38840, 5.85717, 0.41630], [-2.35521, 3.28428, -1.80338], [2.82178, 2.18524, -1.24719], [2.78533, 4.67562, -1.30476], [-0.67864, 3.46045, -1.29064], [0.13406, 1.45908, -2.18230], [0.07408, 4.54318, 1.99404], [-0.96027, 1.97896, 5.54227], [0.70429, -1.20153, -4.82716], [-0.87735, -0.39490, -5.10379], [-2.71816, 0.66945, 1.71263], [-4.07266, -1.79654, -0.93114], [-2.79088, -1.62420, -4.22752], [-4.31552, 2.00129, -1.28964], [-0.09668, -1.52029, 3.27693], [1.59054, 0.42547, -2.44565], [-5.08070, -0.77714, -4.42393], [-3.62656, -0.78891, 0.44524], [-0.76291, -2.15527, -4.82870], [-1.96808, 3.83214, -0.15960], [-4.40569, -2.35985, 0.71312], [-2.58068, 2.42620, 1.59789], [-5.81982, 1.11571, -2.99912], [0.62840, 0.99258, -3.80455], [-3.87455, 1.58767, 0.72221]],
  "atomic_forces_ev_per_a": [[-0.3, -0.8, -0.5], [0.7, -0.3, -0.1], [1.6, -0.5, 0.7], [0.5, 0.3, 0.6], [-1.5, -0.7, 1.3], [-0.2, 1.8, -1.3], [-0.6, 0.6, -0.9], [0.0, 0.0, 0.0], [0.0, 0.1, -0.1], [0.1, 0.0, 0.0], [-0.1, 0.0, 0.0], [0.0, -0.1, 0.0], [-0.1, 0.0, 0.0], [0.1, 0.0, -0.1], [-0.1, 0.1, 0.0], [-0.2, -0.2, 0.1], [-0.5, 0.2, 0.4], [0.0, 0.1, 0.0], [0.3, -0.2, 0.1], [-0.2, 0.1, -0.1], [0.0, -0.1, -0.1], [0.0, 0.0, 0.1], [-0.1, 0.0, 0.1], [0.0, 0.0, -0.1], [0.1, -0.1, 0.1], [-0.6, -0.5, -0.9], [0.0, 0.0, -0.1], [0.2, -0.1, 0.2], [-0.1, 1.5, -0.6], [0.1, 0.0, 0.0], [-0.1, -0.3, -0.2], [-0.1, -0.1, 0.0], [-0.2, -0.1, 0.1], [0.2, -0.2, 0.1], [0.0, -0.2, -0.1], [-0.1, 0.0, 0.0], [0.7, 0.0, 0.7], [0.0, -0.7, 0.3], [0.0, 0.0, -0.1], [0.1, 0.0, 0.3], [0.0, -0.2, 0.0], [0.2, 0.2, 0.1], [0.0, 0.0, 0.0], [0.0, 0.0, 0.0], [-0.1, 0.0, -0.1], [0.0, 0.0, 0.0], [0.0, 0.0, 0.0], [0.1, 0.0, 0.1], [0.0, 0.0, 0.0], [0.0, 0.0, 0.0], [0.0, 0.1, 0.0], [0.1, 0.0, 0.0], [0.0, 0.0, 0.0], [0.0, 0.1, 0.0], [-0.1, 0.1, -0.1], [0.0, 0.0, 0.0], [0.0, -0.2, -0.1], [0.0, 0.0, 0.0], [0.0, 0.0, 0.0], [0.0, 0.0, 0.1], [0.0, 0.1, -0.1], [0.0, 0.0, 0.0], [0.0, 0.0, -0.1], [0.0, 0.0, 0.0], [0.0, 0.0, 0.0], [-0.1, 0.0, 0.0], [0.0, 0.0, 0.0]]
}